Entry 1:
C16H13N5O4PdS as an isolated structure. Source: the OMol25 dataset; level of theory: ωB97M-V with the def2-TZVPD basis set.

Calculated values
LUMO energy: -0.1 eV
F_max: 0.247 eV/A
HOMO-LUMO gap: 0.30932 hartree

```
! RIJCOSX wB97M-V def2-TZVPD def2/J DEFGRID3
* xyz 0 1
Pd -1.3940 0.8942 1.3139
N 0.3670 -5.6873 -1.6008
C -0.1543 -4.4164 -1.4823
C -0.1635 -3.7676 -0.2409
C -0.7302 -2.5180 -0.1114
C -1.2927 -1.8966 -1.2208
C -1.2919 -2.5256 -2.4576
C -0.7287 -3.7786 -2.5870
S -2.0151 -0.3111 -1.0567
O -2.8165 -0.0398 -2.2017
O -2.7035 -0.3072 0.2666
N -0.8733 0.7796 -0.6828
C 0.1663 1.0037 -1.5476
N 1.1259 1.8420 -1.1397
C 2.1308 2.0479 -1.9813
C 2.2119 1.4396 -3.2209
C 1.1700 0.5846 -3.5375
N 0.1518 0.3599 -2.7224
H 0.9985 -5.9961 -0.8824
H 0.6024 -6.0041 -2.5252
H 0.2649 -4.2592 0.6238
H -0.7502 -2.0292 0.8545
H -1.7317 -2.0205 -3.3060
H -0.7343 -4.2784 -3.5481
H 2.9007 2.7351 -1.6452
H 3.0348 1.6205 -3.8953
H 1.1452 0.0604 -4.4875
O -2.1082 1.3739 5.2103
C -1.7375 1.3755 4.0579
O -2.2323 0.6745 3.0876
C -0.5844 2.2602 3.6392
C 0.0393 3.1161 4.5222
C 1.0811 3.9033 4.0601
C 1.4630 3.7970 2.7329
C 0.7998 2.9131 1.9003
N -0.2081 2.1636 2.3548
H -0.3171 3.1373 5.5422
H 1.5878 4.5906 4.7246
H 2.2699 4.3939 2.3319
H 1.0563 2.7691 0.8581
*
```

Mulliken atomic charge list, values in e, 4 entries:
1. Pd 0.929
2. N -0.540
3. C 1.040
4. C -0.845

***

Entry 2:
C16H13N6O3ReS4 as an isolated structure. Source: the OMol25 dataset; level of theory: ωB97M-V with the def2-TZVPD basis set.

Calculated values
LUMO energy (spin up / spin down): -11.7 / -11.3 eV
⟨S²⟩: 0.76
F_max: 0.674 eV/A
HOMO-LUMO gap (spin up / spin down): 0.20099 / 0.21505 hartree

```
! RIJCOSX wB97M-V def2-TZVPD def2/J DEFGRID3
* xyz 3 2
Re -0.0086 0.6425 0.0462
N 2.2756 1.5388 -2.4730
C 2.7250 1.4230 -1.2266
N 1.9351 1.2523 -0.1476
C 2.7065 1.1912 1.0395
C 4.0182 1.3198 0.8514
S 4.3844 1.5090 -0.8344
C 1.8976 1.0044 2.2392
C 2.1833 1.0159 3.5369
S 0.7557 0.7760 4.5164
C -0.2080 0.6709 3.1178
N 0.5099 0.8393 1.9564
N -1.5053 0.4484 3.1343
H 1.3097 1.3878 -2.7096
H 2.9193 1.6185 -3.2457
H 4.8062 1.3130 1.5889
H 3.1423 1.1702 4.0088
H -2.0005 0.3296 4.0072
H -2.0331 0.3202 2.2835
S -2.3956 4.2445 -1.1352
C -0.9459 4.7459 -0.3715
C -0.2124 3.6818 0.0062
N -0.8257 2.4652 -0.2971
C -2.0063 2.6454 -0.9086
H -0.7068 5.7922 -0.2486
H 0.7477 3.6974 0.4976
H -2.6432 1.8312 -1.2222
O 1.4864 -1.7846 -2.4588
S 0.5093 -1.7642 -1.4441
O 0.9417 -1.3945 -0.0446
N -0.6158 -0.5105 -1.5121
C -1.6846 -1.0368 -0.7643
O -2.0449 -0.2572 0.1510
C -1.8921 -2.4639 -0.9569
C -2.9927 -3.2653 -0.7292
C -2.8588 -4.6312 -0.9880
C -1.6571 -5.1731 -1.4283
C -0.5213 -4.3806 -1.6272
C -0.6778 -3.0364 -1.3963
H -3.9358 -2.8467 -0.4025
H -3.7113 -5.2827 -0.8478
H -1.5912 -6.2367 -1.6174
H 0.4204 -4.8102 -1.9438
*
```

Mulliken atomic charge list, values in e, 4 entries:
1. Re 1.176
2. N -0.278
3. C 0.338
4. N 0.319

***

Entry 3:
One molecule with the formula C16H13NO3 in a non-equilibrium geometry. Source: the OMol25 dataset; level of theory: ωB97M-V with the def2-TZVPD basis set.

Calculated values
SMILES: O=[N+]([O-])C[C@@H]1C=C(c2ccccc2)Oc2ccccc21
LUMO energy: 0.0 eV
F_max: 3.627 eV/A
HOMO-LUMO gap: 0.30499 hartree

```
! RIJCOSX wB97M-V def2-TZVPD def2/J DEFGRID3
* xyz 0 1
O -0.1758 -2.5633 -0.7061
N -1.2257 -2.1535 -0.1710
O -2.1416 -1.5252 -0.7452
C -1.4578 -2.5104 1.2513
C -2.2446 -3.9350 1.6155
C -1.4054 -4.9803 1.0296
C -1.8697 -5.9602 0.1963
C -1.2310 -7.2454 -0.2689
C 0.0636 -7.5338 0.1625
C 0.7914 -8.6384 -0.2559
C 0.1720 -9.5558 -1.1440
C -1.1621 -9.3414 -1.5712
C -1.8500 -8.2129 -1.1127
O -3.1904 -5.9394 -0.2474
C -4.0078 -4.8718 0.1108
C -5.3427 -5.0118 -0.3156
C -6.2518 -4.1085 0.2033
C -5.8405 -3.0414 1.0448
C -4.4982 -2.9332 1.4400
C -3.5927 -3.9292 1.0577
H -2.2134 -1.8184 1.7243
H -0.4676 -2.7603 1.7591
H -2.1956 -3.6270 2.7654
H -0.3538 -4.9468 1.3282
H 0.4776 -6.8248 0.9043
H 1.8006 -8.8239 0.0387
H 0.7641 -10.4348 -1.5841
H -1.6024 -10.0538 -2.2454
H -2.9086 -8.1265 -1.4125
H -5.6091 -5.8701 -0.9512
H -7.3136 -4.2057 -0.0946
H -6.5903 -2.3239 1.4222
H -4.1663 -2.1573 2.1014
*
```

Mulliken atomic charge list, values in e, 4 entries:
1. O -0.544
2. N 0.953
3. O -0.556
4. C -0.901

***

Entry 4:
C16H14BCl5N6Sn as an isolated structure in a non-equilibrium geometry. Source: the OMol25 dataset; level of theory: ωB97M-V with the def2-TZVPD basis set.

Calculated values
LUMO energy: 0.3 eV
F_max: 5.166 eV/A
HOMO-LUMO gap: 0.23351 hartree

```
! RIJCOSX wB97M-V def2-TZVPD def2/J DEFGRID3
* xyz 0 1
H 0.6072 -1.9530 -2.3099
N -0.7176 -0.6864 -1.2042
B -2.6949 0.7005 -0.4179
N -2.0542 -0.4090 -1.3234
C -2.5595 -1.1095 -2.3412
Sn 0.7920 0.7644 0.3489
H -3.5895 -1.0148 -2.6087
C -1.5420 -1.8538 -2.8990
H -1.6014 -2.4992 -3.7397
C -0.3929 -1.5731 -2.1666
H -3.8679 0.8029 -0.6484
C 1.6128 1.4045 2.2383
H 2.7122 1.4108 2.1125
H 1.4223 0.7609 3.1196
H 1.4165 2.4906 2.3547
N -1.8851 2.0143 -0.6027
N -2.4169 0.2328 1.0396
N -0.5091 2.0707 -0.4310
N -1.1359 0.1472 1.5293
C -2.3197 3.2234 -0.9769
C -3.2908 0.0008 2.0253
H -3.3697 3.3986 -1.1782
H -4.3464 0.0700 1.8368
C -1.2148 4.0734 -1.0689
C -2.5754 -0.2515 3.1761
C -0.0933 3.3346 -0.7398
C -1.2277 -0.1556 2.8436
H -1.1946 5.1101 -1.3559
H -2.9702 -0.4669 4.1447
H 0.9626 3.5709 -0.7123
H -0.3639 -0.3187 3.4672
H 1.1547 0.6465 -1.6542
Cl 1.3046 -2.2329 2.3385
C 2.3614 -2.0536 0.9836
C 2.1829 -1.0009 0.0648
C 2.9906 -1.0086 -1.0357
Cl 2.5334 0.3275 -2.3474
C 4.0364 -1.9069 -1.2668
Cl 5.0625 -1.7730 -2.6482
C 4.2531 -2.9322 -0.2933
Cl 5.5432 -4.0275 -0.4599
C 3.3870 -3.0300 0.8292
Cl 3.5983 -4.2983 1.9775
*
```

Mulliken atomic charge list, values in e, 4 entries:
1. H 0.416
2. N 0.528
3. B 0.096
4. N -0.416

***

Entry 5:
C16H14Br2NO9Rh as an isolated structure in a non-equilibrium geometry. Source: the OMol25 dataset; level of theory: ωB97M-V with the def2-TZVPD basis set.

Calculated values
LUMO energy (spin up / spin down): -3.7 / -3.6 eV
F_max: 6.564 eV/A
HOMO-LUMO gap (spin up / spin down): 0.16703 / 0.16933 hartree

```
! RIJCOSX wB97M-V def2-TZVPD def2/J DEFGRID3
* xyz 0 1
Rh 0.3227 -0.1280 0.5760
O -2.0689 -0.1690 -2.8984
C -1.3382 -0.6293 -2.0665
O -1.3768 -0.6787 -0.8328
C -0.0042 -1.3800 -2.7246
C 0.6290 -2.3729 -1.7452
C 1.6518 -3.2040 -2.5457
C 2.8064 -2.1966 -2.6925
C 2.2031 -0.9558 -2.0064
O 1.4709 -1.5536 -0.9470
C 1.1101 -0.3976 -2.9229
C 0.6542 1.1190 -2.4005
O 0.3286 1.8399 -3.3012
O 0.7460 1.2670 -1.1810
H -0.4024 -1.8216 -3.6349
H -0.0612 -2.9315 -1.1153
H 1.9483 -4.0855 -1.9803
H 1.2427 -3.5217 -3.5003
H 3.6845 -2.5235 -2.1378
H 3.0890 -2.0075 -3.7250
H 2.9174 -0.2261 -1.6256
H 1.4014 -0.2346 -3.9576
Br -1.1938 -1.5180 2.4182
C -1.3893 0.2088 3.2849
Br -1.1808 1.6216 1.9490
H -0.5976 0.3094 4.0231
H -2.3777 0.2742 3.7329
O 2.0427 -1.2028 1.6890
C 2.7289 -0.1602 1.5342
O 2.1679 0.9560 1.4526
C 4.2037 -0.2483 1.3247
C 4.9495 -1.3193 1.8064
C 6.2869 -1.4181 1.4764
C 6.8605 -0.4544 0.6543
C 6.1236 0.6232 0.1746
C 4.7929 0.7296 0.5232
N 8.2472 -0.5843 0.2692
O 8.8896 -1.4785 0.7739
O 8.6778 0.2045 -0.5428
H 4.4758 -2.0683 2.4231
H 6.8894 -2.2397 1.8310
H 6.5937 1.3543 -0.4657
H 4.1905 1.5529 0.1661
*
```

Mulliken atomic charge list, values in e, 4 entries:
1. Rh 1.103
2. O -0.623
3. C 0.162
4. O -0.581

***

Entry 6:
C16H14F6N2OPdS2 as an isolated structure in a non-equilibrium geometry. Source: the OMol25 dataset; level of theory: ωB97M-V with the def2-TZVPD basis set.

Calculated values
LUMO energy (spin up / spin down): 5.1 / 5.1 eV
F_max: 2.287 eV/A
HOMO-LUMO gap (spin up / spin down): 0.21724 / 0.21695 hartree

```
! RIJCOSX wB97M-V def2-TZVPD def2/J DEFGRID3
* xyz -2 1
Pd -0.5125 -0.1113 0.1156
S 0.1535 -0.8657 2.3575
C 0.8954 -2.3630 1.8960
C 1.8822 -2.8971 2.7099
C 2.5203 -4.1072 2.4197
C 3.5068 -4.6174 3.2625
N 4.3198 -5.0402 3.9686
C 2.1325 -4.8193 1.2507
C 1.1271 -4.2845 0.4427
C 0.5057 -3.0769 0.7262
S -0.7455 -2.5173 -0.3342
C 2.7322 -6.0309 0.9099
N 3.2074 -7.0387 0.5986
H 2.1653 -2.3495 3.5990
H 0.8194 -4.8291 -0.4383
C 1.4029 2.6249 -1.0181
C 1.4563 1.2991 -1.7764
C 2.6766 1.2726 -2.7120
C 1.4863 0.1406 -0.8002
H 1.1055 3.4456 -1.6688
H 2.3725 2.8568 -0.5778
H 0.6575 2.5359 -0.2269
H 0.5537 1.2166 -2.3976
H 3.5950 1.4052 -2.1418
H 2.6109 2.0631 -3.4594
H 2.7334 0.3182 -3.2288
H 2.2292 0.2991 -0.0057
H 1.6574 -0.8212 -1.3042
C -2.1796 2.2474 1.4686
C -2.6126 2.0565 -0.0152
O -1.6624 1.7748 -0.8727
C -3.6939 0.9147 -0.0123
F -3.1036 -0.2559 0.2928
F -4.3105 0.7376 -1.1897
F -4.7008 1.0614 0.8920
C -3.3410 3.3818 -0.4192
F -3.8911 3.3765 -1.6403
F -2.4980 4.4278 -0.3985
F -4.3562 3.7428 0.4148
H -1.6413 1.3403 1.7818
H -3.0410 2.4204 2.1124
H -1.4982 3.0958 1.5221
*
```

Mulliken atomic charge list, values in e, 4 entries:
1. Pd 0.000
2. S -0.628
3. C 0.564
4. C -1.155